# 1
This record from the Open Molecules 2025 dataset describes a molecular structure, C21H36Cl2N3O4Pd. The level of theory is ωB97M-V with the def2-TZVPD basis set.

Last column: Löwdin charge in e.
Atoms and positions in Å:
O: -1.036 -1.441 0.188  -0.304
C: -0.865 -2.718 -0.184  -0.451
C: -0.855 -3.627 1.073  -0.181
C: -0.547 -3.118 2.335  -0.044
H: -0.313 -2.059 2.449  0.047
C: -0.500 -3.985 3.432  -0.096
H: -0.254 -3.574 4.409  0.089
C: -0.765 -5.349 3.263  -0.132
H: -0.723 -6.027 4.122  0.082
C: -1.091 -5.846 1.994  -0.119
H: -1.306 -6.906 1.847  0.084
C: -1.142 -4.980 0.904  -0.067
H: -1.381 -5.327 -0.106  0.112
H: -1.751 -3.013 -0.790  0.118
C: 0.148 -2.619 -2.592  -0.107
C: 0.369 -2.968 -1.151  -0.279
H: 0.728 -3.275 -3.263  0.067
H: 0.483 -1.585 -2.759  0.004
H: -0.916 -2.705 -2.860  0.069
C: 1.455 -3.612 -0.703  -0.162
C: 2.721 -3.849 -1.462  -0.146
H: 1.462 -3.992 0.325  0.108
H: 2.986 -4.915 -1.489  0.060
H: 3.541 -3.323 -0.960  0.056
H: 2.653 -3.475 -2.492  0.049
Pd: 0.568 0.106 -0.147  0.594
Cl: 1.600 -0.312 1.881  -0.061
Cl: 2.373 -0.526 -1.468  0.024
C: 2.764 2.095 0.038  -0.390
O: 1.548 2.099 -0.299  -0.191
N: 3.554 3.149 -0.161  -0.183
C: 3.060 4.344 -0.831  -0.043
C: 4.950 3.154 0.254  -0.050
H: 3.213 1.212 0.514  0.049
H: 2.016 4.211 -1.110  0.085
H: 3.671 4.540 -1.721  0.087
H: 3.172 5.206 -0.163  0.083
H: 5.153 2.232 0.805  0.093
H: 5.153 4.021 0.894  0.082
H: 5.617 3.216 -0.617  0.087
H: -1.653 2.366 -4.423  0.090
H: -4.141 1.893 -3.514  0.084
C: -1.565 1.281 -4.287  -0.036
C: -3.791 0.882 -3.264  -0.056
N: -2.340 0.859 -3.130  -0.187
H: -0.516 1.012 -4.150  0.094
C: -1.734 0.624 -1.966  -0.251
O: -0.471 0.678 -1.914  -0.157
H: -4.241 0.561 -2.317  0.090
H: -2.369 0.382 -1.096  0.133
H: -1.975 0.794 -5.174  0.084
H: -4.104 0.203 -4.069  0.085
C: -1.693 4.079 3.247  -0.068
N: -1.057 2.980 2.537  -0.144
C: 0.384 2.895 2.620  -0.057
C: -1.732 2.139 1.723  -0.465
C: -3.235 2.220 1.655  0.010
O: -1.143 1.290 1.027  -0.040
H: -0.916 4.655 3.758  0.077
H: -2.410 3.709 3.994  0.088
H: -2.233 4.747 2.559  0.088
H: 0.712 1.872 2.857  0.022
H: 0.851 3.178 1.666  0.078
H: 0.713 3.591 3.398  0.076
H: -3.531 2.397 0.614  0.083
H: -3.653 1.254 1.959  0.098
H: -3.670 3.003 2.283  0.054

Output
net charge = -1
2S+1 = 3
expectation value of S² = 2.005
E = -63547.393 eV
gap between HOMO and LUMO (spin up / spin down) = 0.2073 / 0.2304 hartree
strongest force on any atom = 0.0633 Eh/bohr


# 2
This record from the Open Molecules 2025 dataset describes a molecular structure, C21H36N2O5. The level of theory is ωB97M-V with the def2-TZVPD basis set.

Last column: Löwdin charge in e.
Atoms and positions in Å:
C: 0.825 2.849 -0.366  -0.001
C: 1.478 1.954 -1.405  -0.325
O: 1.012 2.363 -2.663  -0.071
C: 1.857 2.114 -3.805  -0.609
C: 2.307 0.660 -3.874  -0.020
C: 3.060 3.053 -3.777  -0.026
C: 0.965 2.442 -4.990  -0.025
C: 1.089 0.499 -1.111  -0.435
O: 0.047 0.011 -1.515  0.071
N: 1.963 -0.189 -0.342  -0.011
C: 3.161 0.274 0.381  -0.096
C: 3.363 -0.973 1.258  -0.187
C: 3.154 -2.100 0.207  -0.057
C: 1.720 -1.529 0.189  -0.171
C: 1.906 -1.277 1.712  -0.184
C: 1.101 -0.204 2.417  -0.111
N: -0.004 -0.767 3.160  0.087
C: -0.433 -0.290 4.348  -0.481
O: 0.141 0.556 5.008  0.060
C: -1.747 -0.906 4.815  -0.120
O: -2.468 -1.555 3.793  -0.143
C: -3.095 -0.644 2.892  -0.186
C: -3.198 -1.247 1.510  -0.317
C: -4.074 -2.495 1.482  -0.131
C: -4.198 -3.012 0.060  -0.213
O: -4.711 -2.026 -0.814  -0.131
C: -3.859 -0.893 -0.866  -0.201
C: -3.724 -0.235 0.497  -0.132
H: 1.131 2.588 0.649  0.071
H: 1.096 3.887 -0.556  0.089
H: -0.259 2.753 -0.439  0.095
H: 2.568 2.056 -1.342  0.128
H: 1.446 -0.007 -3.848  0.093
H: 2.857 0.489 -4.801  0.093
H: 2.972 0.400 -3.046  0.080
H: 2.725 4.085 -3.660  0.092
H: 3.747 2.817 -2.962  0.076
H: 3.621 2.977 -4.709  0.089
H: 0.627 3.477 -4.932  0.089
H: 1.503 2.301 -5.928  0.088
H: 0.088 1.794 -4.984  0.093
H: 4.005 0.441 -0.290  0.126
H: 2.967 1.174 0.967  0.119
H: 4.198 -0.964 1.951  0.141
H: 3.717 -2.040 -0.724  0.117
H: 3.222 -3.098 0.633  0.115
H: 0.867 -2.016 -0.267  0.149
H: 1.869 -2.202 2.287  0.150
H: 1.727 0.333 3.131  0.135
H: 0.728 0.532 1.697  0.121
H: -0.611 -1.432 2.704  0.127
H: -1.519 -1.654 5.577  0.139
H: -2.332 -0.111 5.286  0.136
H: -4.101 -0.412 3.269  0.140
H: -2.532 0.297 2.848  0.132
H: -2.189 -1.539 1.180  0.141
H: -3.666 -3.268 2.138  0.123
H: -5.074 -2.247 1.856  0.131
H: -3.215 -3.352 -0.303  0.127
H: -4.885 -3.857 0.007  0.124
H: -2.868 -1.184 -1.240  0.124
H: -4.302 -0.210 -1.590  0.126
H: -4.707 0.133 0.812  0.129
H: -3.058 0.630 0.429  0.122

Output
E = -35578.544 eV
gap between HOMO and LUMO = 0.3639 hartree
strongest force on any atom = 0.0070 Eh/bohr


# 3
This record from the Open Molecules 2025 dataset describes 7 unconnected molecules or ions with the total composition C21H36O17. The level of theory is ωB97M-V with the def2-TZVPD basis set.

Last column: Löwdin charge in e.
Atoms and positions in Å:
C: 7.746 0.290 5.444  -0.022
C: 6.518 1.008 5.839  -0.364
C: 5.097 0.373 5.787  -0.074
O: 4.514 0.980 6.958  0.056
C: 5.448 1.499 7.808  -0.469
O: 5.174 2.039 8.887  0.122
O: 6.657 1.401 7.170  0.068
H: 7.581 -0.178 4.473  0.090
H: 8.130 -0.418 6.178  0.098
H: 8.514 1.037 5.244  0.090
H: 6.338 1.910 5.254  0.153
H: 5.018 -0.705 5.651  0.126
H: 4.660 0.673 4.835  0.125
C: -1.843 -7.367 -3.955  -0.023
C: -0.688 -7.157 -4.935  -0.302
C: -1.056 -7.227 -6.461  -0.041
O: -0.454 -6.006 -6.991  0.078
C: -0.028 -5.252 -6.005  -0.550
O: 0.549 -4.158 -6.186  0.098
O: -0.223 -5.836 -4.815  0.084
H: -1.548 -7.528 -2.918  0.080
H: -2.534 -8.183 -4.165  0.082
H: -2.475 -6.487 -3.835  0.090
H: 0.123 -7.883 -4.879  0.148
H: -2.138 -7.272 -6.585  0.127
H: -0.554 -8.036 -6.992  0.129
C: 4.302 -6.951 3.110  -0.013
C: 5.112 -6.133 2.129  -0.355
C: 5.467 -6.775 0.792  -0.111
O: 5.005 -5.889 -0.195  0.083
C: 4.525 -4.766 0.344  -0.505
O: 4.077 -3.809 -0.213  0.169
O: 4.401 -4.986 1.733  0.047
H: 4.262 -6.399 4.049  0.085
H: 4.764 -7.907 3.357  0.086
H: 3.297 -7.202 2.771  0.094
H: 6.104 -5.759 2.381  0.150
H: 4.838 -7.655 0.661  0.132
H: 6.519 -7.057 0.756  0.137
C: -7.232 3.430 -0.791  0.004
C: -8.457 4.118 -0.122  -0.312
C: -8.390 4.577 1.297  -0.115
O: -9.088 5.815 1.305  0.098
C: -9.111 6.290 0.071  -0.515
O: -9.539 7.445 -0.192  0.090
O: -8.694 5.349 -0.798  0.078
H: -7.199 3.521 -1.876  0.085
H: -6.960 2.405 -0.539  0.082
H: -6.420 4.046 -0.404  0.081
H: -9.415 3.611 -0.242  0.153
H: -7.373 4.629 1.684  0.134
H: -8.745 3.810 1.986  0.138
C: -0.734 7.247 -3.618  -0.023
C: -0.897 8.375 -2.581  -0.312
C: -2.207 9.204 -2.704  -0.092
O: -2.983 8.784 -1.618  0.083
C: -2.289 8.011 -0.810  -0.516
O: -2.774 7.658 0.255  0.129
O: -1.055 7.687 -1.363  0.064
H: -0.459 7.556 -4.626  0.082
H: -1.711 6.767 -3.689  0.088
H: -0.015 6.501 -3.279  0.087
H: -0.004 8.999 -2.589  0.146
H: -2.705 9.065 -3.663  0.134
H: -2.009 10.269 -2.580  0.131
C: -0.625 1.208 -0.723  -0.211
O: -0.222 1.256 -2.046  -0.094
H: -0.765 2.185 -0.259  0.079
H: -1.507 0.612 -0.492  0.074
H: 0.143 0.772 -0.084  0.071
H: 0.029 0.348 -2.233  0.082
O: -0.920 -3.993 1.407  -0.053
H: -0.072 -4.428 1.321  0.025
H: -0.795 -3.360 2.115  0.028

Output
SMILES = C[C@H]1COC(=O)O1.C[C@H]1COC(=O)O1.C[C@H]1COC(=O)O1.C[C@H]1COC(=O)O1.C[C@H]1COC(=O)O1.CO.O
E = -57166.089 eV
gap between HOMO and LUMO = 0.3782 hartree
strongest force on any atom = 0.0972 Eh/bohr


- Look up the E of the first one.
  -63547.393 eV


- Which of these has the lowest E?
  C21H36Cl2N3O4Pd


- The lowest E belongs to which entry?
  C21H36Cl2N3O4Pd


- Which value of E does entry 2 give?
  -35578.544 eV